No. 1
Here is a 2-piece molecular cluster, C27H28BN2O overall at a distorted geometry from the Open Molecules 2025 dataset. Energies are from ωB97M-V with the def2-TZVPD basis set.

```
59
Properties=species:S:1:pos:R:3:forces:R:3
C 3.635 -2.454 4.902 -0.585 -0.136 0.165
N 3.413 -1.058 4.590 0.236 0.061 -0.549
C 4.456 -0.100 4.897 -0.100 0.394 -0.137
C 2.122 -0.623 4.280 -0.206 -0.019 0.353
C 1.164 -0.484 5.313 0.309 -0.112 -0.150
C -0.095 -0.027 5.002 -0.191 0.072 -0.530
N -0.470 0.153 3.696 2.254 -1.216 1.088
B -1.793 0.687 3.392 -1.057 0.162 -1.966
H -1.815 0.598 -1.070 -0.340 0.140 1.092
C 0.405 -0.138 2.676 -0.487 0.645 0.167
C 1.733 -0.378 2.939 0.167 -0.280 0.606
H 2.764 -3.014 4.537 0.321 -0.095 0.100
H 4.528 -2.825 4.390 -0.077 0.065 0.074
H 3.730 -2.639 5.981 0.081 -0.009 -0.099
H 4.113 0.886 4.563 0.261 -0.094 0.070
H 4.669 -0.035 5.975 -0.045 -0.071 -0.146
H 5.383 -0.345 4.364 -0.164 0.032 0.120
H 1.446 -0.717 6.354 -0.238 0.266 -0.717
H -0.846 0.196 5.768 0.282 -0.070 -0.345
H -2.610 -0.123 3.078 -0.145 0.318 0.474
H -1.818 1.844 3.128 -0.335 -0.022 0.529
H 0.002 -0.152 1.654 0.183 0.318 0.463
H 2.473 -0.445 2.134 -0.447 -0.205 0.280
C 4.775 -1.163 -2.790 -0.477 0.439 0.484
O 4.019 -0.197 -2.010 0.129 -0.616 -0.375
C 2.659 -0.226 -2.011 -0.765 0.320 -0.663
C 2.034 0.829 -1.293 0.473 -0.998 -0.304
C 0.656 0.883 -1.258 -0.176 0.312 -0.104
C -0.148 0.119 -2.107 -0.361 -0.622 -0.099
C -1.642 0.468 -2.118 0.239 -0.487 -0.100
C -2.713 -0.539 -2.503 -0.389 0.482 0.322
C -3.865 0.166 -2.944 0.091 -0.695 0.088
C -5.023 -0.565 -3.236 0.384 0.074 -0.323
C -4.920 -1.961 -3.311 -0.008 -0.234 0.501
C -3.840 -2.641 -2.731 0.394 0.458 -0.062
C -2.759 -1.904 -2.222 0.053 0.448 -0.556
C -3.567 1.616 -2.984 0.561 0.566 0.421
C -2.202 1.803 -2.642 -0.103 -0.064 0.665
C -1.674 3.076 -2.401 -0.420 -0.001 -0.581
C -2.458 4.195 -2.728 -0.138 -0.338 -0.060
C -3.792 4.025 -3.129 0.070 -0.155 0.471
C -4.379 2.752 -3.131 0.152 -0.265 -0.211
C 0.459 -0.962 -2.760 0.230 0.087 -0.112
C 1.851 -1.155 -2.724 0.676 0.793 0.597
H 5.807 -0.851 -2.630 -0.098 -0.199 -0.156
H 4.622 -2.183 -2.418 0.005 0.194 0.021
H 4.524 -1.132 -3.857 -0.033 0.173 0.214
H 2.637 1.607 -0.831 0.022 -0.374 0.210
H 0.158 1.539 -0.542 0.166 0.349 -0.435
H -5.979 -0.070 -3.421 0.382 -0.128 -0.347
H -5.699 -2.550 -3.794 -0.087 0.204 0.376
H -3.793 -3.730 -2.692 -0.246 0.292 -0.040
H -1.934 -2.350 -1.661 -0.227 -0.141 -0.383
H -0.684 3.205 -1.963 -0.198 -0.057 -0.308
H -2.057 5.205 -2.613 -0.087 -0.355 -0.092
H -4.401 4.907 -3.349 0.182 -0.365 0.177
H -5.466 2.649 -3.178 0.350 0.038 -0.393
H -0.140 -1.712 -3.278 0.047 0.428 -0.128
H 2.345 -1.960 -3.286 -0.472 0.295 0.341
```
Forces are in eV/Å.

For the molecular weight, the calculation gives 407.35 g mol⁻¹. The energy above the lowest of the compared OMol25 structures with the same formula, charge and spin comes out at 125.75 kJ/mol. The HOMO-LUMO gap comes out at 0.20128 Eh. As for the HOMO energy: -9.991 eV. The charge is +1.


No. 2
Here is C27H28BrIN4O4Ti as an isolated structure from the Open Molecules 2025 dataset. Energies are from ωB97M-V with the def2-TZVPD basis set.

```
66
Properties=species:S:1:pos:R:3:forces:R:3
Ti 0.233 0.389 -1.066 0.138 -0.171 0.446
C 4.504 1.342 1.417 0.007 0.026 0.020
C 4.134 -0.135 1.464 0.012 -0.029 -0.017
N 4.118 -0.785 0.137 -0.084 0.055 0.000
C 5.263 -1.673 -0.166 0.002 -0.038 0.007
C 6.514 -0.901 -0.546 0.009 0.018 -0.004
C 3.140 -0.586 -0.714 0.126 -0.067 -0.084
C 3.184 -1.203 -2.076 -0.009 0.009 0.031
N 2.088 0.199 -0.397 -0.239 -0.126 0.150
H 4.500 1.740 2.431 0.010 0.005 -0.005
H 3.815 1.944 0.821 -0.012 -0.022 -0.002
H 5.500 1.480 1.003 0.004 0.001 0.003
H 3.167 -0.305 1.943 -0.001 0.018 0.003
H 4.865 -0.676 2.060 -0.004 -0.009 -0.006
H 4.969 -2.368 -0.946 0.008 0.008 -0.008
H 5.427 -2.269 0.731 0.008 0.013 0.005
H 6.342 -0.272 -1.420 0.003 0.005 0.004
H 7.315 -1.599 -0.783 -0.014 -0.017 0.003
H 6.860 -0.271 0.273 0.000 0.006 -0.002
H 4.186 -1.164 -2.495 0.018 0.008 0.031
H 2.521 -0.668 -2.748 -0.008 -0.029 0.005
H 2.860 -2.245 -2.036 -0.003 0.026 -0.039
H 2.213 0.704 0.473 -0.049 0.040 -0.011
N -3.659 0.622 0.435 0.049 0.054 -0.013
C -2.441 1.075 0.168 -0.065 -0.051 0.010
N -1.611 0.088 -0.165 0.300 -0.083 0.091
C -2.360 -1.102 -0.077 -0.083 0.008 0.072
C -2.003 -2.437 -0.253 -0.023 -0.021 0.035
C -2.997 -3.379 -0.083 0.041 0.003 -0.009
C -4.308 -3.020 0.264 -0.036 0.025 0.002
C -4.666 -1.704 0.467 -0.010 -0.024 -0.014
C -3.660 -0.762 0.291 0.034 -0.033 -0.012
H -4.442 1.200 0.699 -0.011 -0.010 -0.005
H -2.173 2.117 0.219 -0.012 0.004 0.018
H -0.992 -2.737 -0.489 -0.015 -0.005 0.017
H -2.758 -4.426 -0.209 0.009 0.000 -0.003
H -5.052 -3.796 0.386 0.002 -0.001 0.003
H -5.672 -1.425 0.750 0.003 0.009 -0.002
I 0.458 9.017 -1.318 0.002 0.071 -0.002
C 0.390 6.959 -1.196 -0.005 -0.149 0.004
C 0.276 6.200 -2.362 0.002 0.050 -0.030
C 0.231 4.825 -2.283 -0.007 -0.027 -0.029
C 0.300 4.199 -1.032 -0.007 -0.082 0.001
C 0.414 4.963 0.136 0.002 -0.012 0.041
C 0.458 6.337 0.054 0.007 0.043 0.028
C 0.250 2.766 -0.936 -0.022 0.318 -0.181
O 0.298 2.101 0.140 -0.044 0.004 0.110
O 0.123 2.016 -2.022 0.050 -0.262 -0.238
H 0.224 6.691 -3.323 0.000 -0.007 -0.001
H 0.142 4.230 -3.182 0.002 0.005 0.002
H 0.466 4.472 1.099 0.002 0.002 -0.003
H 0.546 6.934 0.950 0.001 -0.005 0.000
Br -4.750 0.412 -3.715 -0.058 0.093 0.053
C -3.519 -0.969 -4.069 0.072 -0.172 -0.076
C -3.838 -1.973 -4.973 -0.033 0.024 0.009
C -2.930 -2.995 -5.212 0.037 0.007 0.028
C -1.713 -3.019 -4.550 -0.023 0.031 0.003
C -1.402 -2.004 -3.646 -0.045 -0.158 -0.116
C -2.306 -0.973 -3.410 -0.038 0.112 0.057
C -0.113 -2.106 -2.943 0.134 -0.095 0.021
O 0.731 -2.935 -3.076 -0.137 0.034 0.005
O 0.101 -1.090 -2.003 -0.051 0.610 -0.340
H -4.791 -1.957 -5.484 -0.001 0.001 0.000
H -3.178 -3.777 -5.916 0.000 0.005 -0.005
H -1.002 -3.815 -4.720 0.006 -0.002 -0.001
H -2.098 -0.170 -2.716 0.050 -0.044 -0.058
```
Forces are in eV/Å.

For the molecular weight, the calculation gives 727.22 g mol⁻¹. The energy above the lowest of the compared OMol25 structures with the same formula, charge and spin comes out at 42.41 kJ/mol. The HOMO-LUMO gap comes out at 0.23801 Eh. As for the HOMO energy: -13.468 eV. The charge is +2.


No. 3
Here is C27H28BrN3O6W as an isolated structure from the Open Molecules 2025 dataset. Energies are from ωB97M-V with the def2-TZVPD basis set.

```
66
Properties=species:S:1:pos:R:3:forces:R:3
W 0.034 -1.065 -0.302 -0.286 -0.487 -0.432
O -2.132 -3.186 4.268 -0.007 0.002 -0.014
C -2.146 -1.828 4.359 0.002 0.012 0.002
C -2.245 -1.315 5.649 0.003 -0.002 -0.010
C -2.235 0.049 5.858 -0.003 -0.020 0.009
C -2.130 0.931 4.785 0.002 0.018 -0.017
C -2.035 0.424 3.507 0.003 0.007 0.017
C -2.043 -0.955 3.272 -0.006 -0.016 -0.016
C -1.843 -1.446 1.877 0.004 0.145 -0.044
O -0.463 -1.318 1.471 0.013 -0.290 0.444
N -2.604 -0.643 0.921 0.013 -0.086 0.072
N -2.120 -0.843 -0.378 0.125 0.580 0.155
C -2.758 -0.303 -1.360 0.167 -0.075 -0.206
C -2.286 -0.330 -2.713 0.033 -0.034 0.033
Br -0.633 -1.292 -2.952 -0.017 0.097 0.007
C -2.981 0.251 -3.714 0.064 -0.040 -0.012
C -2.799 0.411 -5.137 -0.019 0.009 -0.051
C -1.644 0.075 -5.861 -0.017 0.006 0.016
C -1.600 0.273 -7.225 0.006 0.000 -0.013
C -2.698 0.803 -7.896 0.000 0.000 0.003
C -3.846 1.148 -7.196 0.001 -0.002 0.001
C -3.892 0.960 -5.828 0.014 -0.012 0.010
H -2.275 -3.498 3.371 0.006 -0.003 0.014
H -2.331 -2.012 6.471 0.000 0.004 0.004
H -2.317 0.432 6.867 0.000 -0.002 0.002
H -2.131 1.999 4.952 -0.001 0.000 -0.001
H -1.955 1.095 2.661 -0.001 0.003 0.004
H -2.066 -2.514 1.761 -0.046 0.018 0.003
H -3.605 -0.794 0.998 -0.006 0.021 -0.010
H -3.670 0.263 -1.184 -0.118 -0.210 0.083
H -3.910 0.689 -3.356 0.004 -0.001 0.025
H -0.768 -0.321 -5.372 0.005 0.000 0.007
H -0.705 0.017 -7.775 -0.002 0.002 -0.002
H -2.655 0.951 -8.966 0.002 -0.001 0.000
H -4.697 1.566 -7.714 -0.001 0.000 0.000
H -4.785 1.233 -5.281 0.000 0.001 0.001
O 2.565 1.941 -0.959 -0.001 0.008 0.018
C 1.959 1.101 -0.055 0.016 0.019 0.046
O 0.675 0.668 -0.593 0.041 0.344 -0.093
C 2.829 -0.150 0.011 -0.052 0.035 -0.044
C 4.215 -0.204 0.092 0.020 -0.035 0.045
C 4.830 -1.446 0.122 0.002 0.039 0.000
C 4.068 -2.615 0.037 -0.045 -0.030 -0.011
C 2.702 -2.485 -0.068 0.078 0.069 0.011
N 2.123 -1.271 -0.063 0.021 -0.033 -0.059
C 1.673 -3.530 -0.303 -0.060 -0.022 0.034
O 1.931 -4.800 -0.301 0.005 -0.008 -0.012
O 0.509 -3.166 -0.537 0.046 -0.038 -0.006
H 2.254 2.847 -0.834 -0.004 -0.001 -0.002
H 4.790 0.711 0.114 -0.007 0.005 0.003
H 5.907 -1.514 0.188 0.000 -0.005 0.000
H 4.559 -3.579 0.028 0.001 0.000 0.000
H 2.852 -5.020 -0.094 0.002 0.006 -0.002
C 2.338 2.463 3.586 0.006 -0.008 -0.014
C 2.870 2.094 2.202 -0.002 0.003 0.006
C 3.694 3.245 1.628 -0.007 -0.015 0.004
C 1.677 1.698 1.325 0.011 -0.004 -0.012
H 3.158 2.714 4.258 -0.002 0.003 0.002
H 1.773 1.643 4.032 -0.003 0.002 0.004
H 1.682 3.335 3.524 -0.001 0.001 0.004
H 3.519 1.218 2.323 -0.002 0.000 -0.002
H 3.062 4.121 1.462 0.004 0.004 -0.002
H 4.181 2.996 0.684 0.003 0.008 -0.001
H 4.471 3.538 2.333 0.001 0.003 -0.001
H 1.067 0.968 1.867 -0.003 0.007 0.004
H 1.034 2.570 1.156 -0.003 -0.001 -0.004
```
Forces are in eV/Å.

The spin multiplicity is 3. For the molecular weight, the calculation gives 754.28 g mol⁻¹. The energy above the lowest of the compared OMol25 structures with the same formula, charge and spin comes out at 0.00 kJ/mol. The HOMO-LUMO gap (spin up / spin down) comes out at 0.22695 / 0.21114 Eh. As for the HOMO energy (spin up / spin down): -13.131 / -13.132 eV. The charge is +2.


No. 4
Here is C27H28ClCoN4OS as an isolated structure from the Open Molecules 2025 dataset. Energies are from ωB97M-V with the def2-TZVPD basis set.

```
63
Properties=species:S:1:pos:R:3:forces:R:3
Co 2.681 0.955 0.554 0.378 -0.146 -0.216
Cl 2.866 3.209 -1.284 0.005 0.053 -0.219
C 3.160 1.395 -1.386 -0.253 0.015 0.238
H 4.184 1.276 -1.732 0.055 0.088 -0.012
H 2.491 1.034 -2.172 0.044 0.091 -0.036
C -7.899 5.112 -2.378 0.071 -0.041 -0.030
C -6.627 4.351 -2.657 -0.034 0.004 -0.013
C -6.506 3.506 -3.756 0.007 -0.018 0.000
C -5.339 2.796 -3.998 -0.028 -0.016 -0.043
C -4.239 2.934 -3.156 0.063 -0.174 -0.021
N -3.057 2.220 -3.461 -0.091 -0.025 -0.027
C -2.081 1.707 -2.630 0.082 0.308 0.199
O -1.023 1.301 -3.059 -0.142 -0.088 -0.032
N -2.419 1.721 -1.291 0.142 -0.170 0.068
C -1.570 1.388 -0.223 0.059 0.046 -0.313
C -2.130 0.981 0.975 -0.181 -0.052 0.118
C -1.306 0.705 2.050 0.079 -0.015 0.141
C 0.061 0.833 1.891 -0.108 0.033 0.257
N 0.600 1.215 0.737 -0.076 -0.136 -0.017
C -0.178 1.493 -0.300 -0.100 0.119 -0.274
C -4.336 3.796 -2.067 -0.012 0.174 0.080
C -5.520 4.478 -1.823 0.024 0.023 0.026
H -8.662 4.891 -3.125 0.028 -0.001 0.012
H -7.725 6.190 -2.387 0.011 -0.032 -0.004
H -8.306 4.856 -1.398 0.016 -0.005 -0.014
H -7.346 3.387 -4.432 0.046 0.000 0.031
H -5.275 2.127 -4.850 -0.011 0.049 0.063
H -2.860 2.038 -4.431 0.011 0.034 -0.057
H -3.395 1.841 -1.069 0.038 -0.011 0.041
H -3.208 0.885 1.066 0.060 0.003 -0.005
H -1.716 0.398 3.003 -0.001 0.008 -0.030
H 0.758 0.658 2.706 -0.035 -0.021 -0.045
H 0.318 1.815 -1.207 -0.050 -0.056 0.052
H -3.480 3.961 -1.423 -0.096 0.046 -0.093
H -5.572 5.146 -0.969 0.009 -0.031 -0.036
C 3.571 1.835 2.120 0.064 0.025 0.288
H 4.052 1.369 2.990 -0.067 0.030 -0.034
H 3.611 2.921 2.237 0.053 -0.028 -0.027
N 2.849 -1.122 0.607 -0.071 -0.214 -0.232
S 2.483 -2.151 1.742 -0.247 0.135 0.259
C 3.972 -2.656 2.597 0.047 -0.055 0.027
C 3.988 -3.785 3.411 0.020 0.012 -0.014
C 5.140 -4.082 4.120 -0.007 0.030 -0.019
C 6.252 -3.251 4.021 -0.012 0.027 -0.014
C 6.211 -2.118 3.221 -0.001 -0.015 0.014
C 5.061 -1.808 2.503 0.102 -0.014 0.052
C 2.008 -3.698 0.993 0.026 0.088 -0.034
C 0.649 -3.954 0.912 -0.128 -0.081 -0.022
C 0.210 -5.087 0.238 -0.004 0.064 0.043
C 1.131 -5.942 -0.347 0.010 -0.029 -0.014
C 2.492 -5.673 -0.263 0.068 0.034 0.024
C 2.937 -4.545 0.410 0.077 -0.149 -0.101
H 3.442 -1.530 -0.112 0.063 0.041 0.010
H 3.119 -4.431 3.477 0.054 0.042 -0.002
H 5.173 -4.963 4.749 -0.003 0.030 -0.020
H 7.150 -3.485 4.578 -0.017 0.000 -0.013
H 7.072 -1.465 3.157 -0.017 -0.012 0.000
H 4.995 -0.913 1.893 0.022 -0.035 0.039
H -0.058 -3.268 1.366 0.025 -0.032 -0.028
H -0.849 -5.299 0.169 0.012 0.009 0.007
H 0.788 -6.824 -0.875 0.016 0.031 0.020
H 3.208 -6.343 -0.723 -0.031 0.028 0.018
H 3.998 -4.331 0.488 -0.068 -0.017 -0.017
```
Forces are in eV/Å.

The spin multiplicity is 5. For the molecular weight, the calculation gives 551.00 g mol⁻¹. The HOMO-LUMO gap (spin up / spin down) comes out at 0.23076 / 0.28719 Eh. As for the HOMO energy (spin up / spin down): -5.912 / -7.451 eV.